ORCA calculation (ωB97M-V/def2-TZVPD) on a cluster of 9 separate species, C59H65F8N3O2PS in total in a non-equilibrium geometry.

Properties
ΔE to the lowest compared entry with this formula, charge and spin = 0.000 eV
Charge = -1
DFT total energy = -112666.38657 eV
HOMO level = -5.3 eV
Largest force on an atom = 1.21 eV Å⁻¹

Geometry as XYZ:
```
139
Properties=species:S:1:pos:R:3:forces:R:3
C 4.55297 6.65242 1.49824 -0.186 0.330 -0.533
N 3.14905 6.24159 1.44079 0.070 -0.199 0.479
C 2.83337 4.90925 1.98209 -0.174 0.568 -0.034
P 1.77705 3.65908 0.90399 0.954 -0.139 0.730
S 2.12160 4.76504 -1.06183 -0.134 0.145 -0.608
C 1.41275 2.68846 2.52673 0.079 -0.367 -0.079
C 1.40327 1.17498 2.52533 -0.081 -0.273 0.753
N 1.10774 0.48084 3.55564 0.129 0.093 -0.435
C 3.28779 2.49103 0.62319 0.509 0.178 0.000
C 4.51944 2.94875 -0.16740 0.328 -0.473 0.225
C 4.57507 2.54599 -1.63184 -0.113 0.137 -0.232
F 4.88580 3.56534 -2.45512 0.058 0.108 0.012
F 3.45976 1.98293 -2.09647 -0.136 -0.068 0.019
F 5.55674 1.61439 -1.83809 0.061 -0.034 0.097
C 0.20317 4.89007 1.33549 -0.254 0.107 -0.036
O -0.47485 4.79615 2.32394 0.051 0.086 -0.345
N -0.13014 6.04237 0.41430 -0.636 0.048 0.706
C -1.43755 6.47004 0.57648 -0.342 -0.219 -0.367
O -2.43162 5.97788 0.14887 0.392 0.098 0.376
F -1.50626 7.64487 1.27081 0.019 0.123 -0.137
C 0.45395 2.53598 -0.07879 -0.463 0.157 -0.074
F -0.55935 2.30480 0.83779 0.216 -0.033 -0.297
F 0.92460 1.28858 -0.42371 -0.027 0.121 0.048
C -0.28697 3.05663 -1.33917 -0.457 -0.608 -0.078
F 0.40989 2.76094 -2.46079 -0.070 0.213 0.205
F -1.46764 2.34033 -1.44889 0.185 0.111 -0.020
H 4.70754 7.44300 2.23772 0.156 -0.130 0.133
H 4.86444 7.07164 0.53449 0.049 -0.057 -0.016
H 5.22126 5.81747 1.70980 -0.063 -0.055 0.136
H 2.61592 6.92399 1.95882 -0.054 0.006 -0.088
H 3.75666 4.43470 2.32617 0.010 -0.184 -0.115
H 2.22107 5.06188 2.87769 -0.042 -0.198 0.007
H 3.32609 5.33221 -0.98742 0.020 -0.006 0.321
H 2.21635 2.95743 3.21974 -0.017 0.047 -0.038
H 0.48136 2.97495 3.00315 -0.018 0.258 -0.065
H 1.68813 0.60025 1.64985 -0.030 0.098 -0.095
H 0.86578 1.10182 4.33198 -0.045 0.033 -0.011
H 3.68510 2.33985 1.63251 -0.226 -0.042 0.045
H 3.04441 1.49178 0.27439 -0.291 0.058 -0.069
H 4.76098 4.00334 -0.05079 -0.216 0.077 -0.177
H 5.37265 2.40829 0.25686 0.042 0.129 0.064
H 0.48559 6.82555 0.61106 0.486 -0.301 -0.294
H -0.58586 4.10291 -1.30517 0.345 0.108 0.007
C 5.85097 8.75172 6.83527 0.002 0.003 0.000
C 5.66446 7.57439 6.12438 0.006 0.009 0.004
C 4.51151 7.39265 5.37377 -0.016 -0.047 -0.038
C 3.54739 8.38988 5.32954 -0.005 0.000 -0.013
C 3.73483 9.56809 6.03855 -0.003 0.008 -0.002
C 4.88558 9.74813 6.79331 0.004 0.003 0.002
H 6.74949 8.89312 7.42222 0.006 0.001 0.004
H 6.41784 6.79792 6.15443 0.000 -0.010 0.005
H 4.36233 6.47334 4.82141 -0.002 -0.003 -0.012
H 2.64855 8.24731 4.74311 -0.011 -0.007 0.006
H 2.98287 10.34574 6.00316 -0.008 0.003 0.003
H 5.03013 10.66568 7.34923 0.003 0.008 -0.001
C 3.44389 -3.77136 0.80574 -0.007 -0.012 -0.011
C 2.65908 -2.71003 0.37721 0.000 -0.014 -0.001
C 3.25210 -1.49760 0.05602 -0.024 0.067 -0.047
C 4.62814 -1.34627 0.15681 -0.008 0.018 0.014
C 5.41133 -2.40955 0.58396 0.043 0.019 0.015
C 4.81951 -3.62138 0.91083 0.019 -0.041 0.021
H 2.98327 -4.71799 1.05942 -0.023 0.006 0.014
H 1.58615 -2.82485 0.29483 -0.010 0.015 0.018
H 2.64099 -0.66646 -0.27514 -0.013 -0.016 -0.016
H 5.08739 -0.39944 -0.09890 0.000 0.002 -0.024
H 6.48555 -2.29451 0.66247 0.009 -0.006 -0.003
H 5.43221 -4.44866 1.24910 0.016 0.003 -0.005
C 9.63404 -5.82165 3.44161 0.004 -0.002 0.000
C 8.36386 -5.91127 3.99426 -0.002 -0.003 0.003
C 7.51296 -4.81536 3.95999 -0.010 -0.012 0.001
C 7.93031 -3.63110 3.36859 -0.033 0.037 -0.009
C 9.19903 -3.54232 2.81342 0.006 -0.006 0.001
C 10.05207 -4.63673 2.85236 0.001 -0.004 -0.007
H 10.29800 -6.67615 3.46915 0.004 -0.006 -0.001
H 8.03670 -6.83639 4.45141 0.000 -0.005 0.007
H 6.52300 -4.88216 4.39273 -0.012 0.003 -0.008
H 7.26303 -2.77936 3.33735 -0.012 -0.001 -0.006
H 9.52233 -2.61970 2.34887 0.003 0.009 0.001
H 11.04260 -4.56652 2.42150 0.004 -0.001 -0.009
C -3.93075 -0.94806 -2.84658 -0.010 0.009 -0.015
C -3.55253 0.30561 -2.38363 -0.041 -0.134 -0.032
C -4.42294 1.37983 -2.50486 -0.003 0.039 0.000
C -5.67106 1.19891 -3.08485 0.025 -0.011 -0.008
C -6.04779 -0.05525 -3.54721 -0.033 0.031 0.002
C -5.17792 -1.12981 -3.42994 0.011 -0.018 -0.014
H -3.24982 -1.78507 -2.75358 0.006 -0.001 0.005
H -2.58452 0.44788 -1.92757 0.024 0.015 0.023
H -4.12152 2.35507 -2.14596 0.013 0.000 0.015
H -6.35044 2.03701 -3.17746 -0.004 0.004 0.002
H -7.02261 -0.19731 -3.99655 -0.015 -0.002 0.015
H -5.47406 -2.10695 -3.79272 -0.011 -0.002 0.006
C -7.37850 -3.51217 -6.11005 0.000 -0.011 0.000
C -7.86410 -2.22902 -5.90074 0.014 0.013 -0.029
C -9.13652 -2.04561 -5.37812 0.005 -0.005 0.007
C -9.92161 -3.14512 -5.06019 -0.028 0.020 0.003
C -9.43557 -4.42823 -5.26817 -0.002 -0.011 0.005
C -8.16477 -4.61185 -5.79512 0.005 -0.003 0.008
H -6.38536 -3.65407 -6.51628 0.008 0.003 -0.001
H -7.24776 -1.37272 -6.14168 0.011 0.000 -0.007
H -9.51569 -1.04440 -5.21633 0.001 0.007 0.006
H -10.91339 -3.00273 -4.65018 -0.014 -0.009 -0.014
H -10.04792 -5.28516 -5.01765 -0.009 -0.004 -0.003
H -7.78574 -5.61247 -5.95864 0.006 -0.006 0.005
C 0.14015 -0.28896 -4.16120 -0.015 -0.017 0.009
C 0.27515 -0.43344 -5.53492 -0.007 -0.009 -0.009
C 1.52891 -0.64909 -6.09058 0.003 -0.004 -0.003
C 2.64673 -0.72377 -5.27070 -0.006 -0.004 -0.005
C 2.51102 -0.58065 -3.89668 0.009 -0.039 0.000
C 1.25818 -0.36168 -3.34226 0.001 -0.042 -0.007
H -0.83674 -0.11149 -3.72928 0.001 0.032 0.000
H -0.59812 -0.37362 -6.17252 -0.006 0.010 -0.003
H 1.63550 -0.75487 -7.16323 0.000 -0.004 -0.005
H 3.62548 -0.88989 -5.70324 0.008 0.006 0.000
H 3.38211 -0.63377 -3.25633 0.010 0.019 0.011
H 1.15288 -0.23640 -2.27373 -0.009 0.046 0.006
C 2.60326 -8.05450 3.96741 0.000 -0.005 0.006
C 2.54632 -7.33703 2.78105 0.025 0.001 -0.017
C 1.37203 -7.30855 2.04229 0.009 0.007 -0.008
C 0.25212 -7.99220 2.49384 -0.004 -0.008 -0.004
C 0.30801 -8.70775 3.68162 -0.003 -0.005 -0.001
C 1.48429 -8.74105 4.41735 0.000 -0.002 0.004
H 3.51994 -8.07684 4.54260 0.006 0.004 0.004
H 3.41852 -6.79873 2.43239 0.006 0.004 -0.001
H 1.32895 -6.75210 1.11480 -0.007 0.014 0.001
H -0.66508 -7.96550 1.92010 -0.007 0.004 -0.003
H -0.56667 -9.23846 4.03497 -0.006 -0.005 0.002
H 1.52836 -9.30061 5.34294 -0.002 0.002 0.009
C -14.69469 -4.67720 -2.20034 0.000 -0.005 -0.002
C -15.50313 -3.66636 -2.70126 -0.006 -0.001 0.002
C -14.95149 -2.43756 -3.03548 -0.002 0.001 -0.008
C -13.59027 -2.22101 -2.87292 0.000 0.003 -0.010
C -12.78174 -3.23242 -2.37348 0.036 0.005 0.011
C -13.33395 -4.45992 -2.03526 -0.005 -0.009 -0.010
H -15.12542 -5.63497 -1.93830 -0.004 -0.006 0.002
H -16.56410 -3.83650 -2.83154 -0.008 0.001 0.005
H -15.58252 -1.64796 -3.42242 -0.003 0.003 -0.009
H -13.15889 -1.26357 -3.13547 0.004 0.008 0.005
H -11.71988 -3.06402 -2.24729 0.005 0.003 0.019
H -12.70290 -5.24691 -1.64316 0.006 -0.004 0.002
```
Positions in Å, forces in eV/Å.